Entry 1:
# C50H123N7O5

A molecular structure, C50H123N7O5 in a non-equilibrium geometry (wB97M-V/def2-TZVPD, the Open Molecules 2025 dataset).

HOMO energy   -20.907 eV
LUMO energy   -13.9 eV
Total charge   +6
E_tot   -74376.11194 eV
Frontier orbital gap   7.045 eV

CARTESIAN COORDINATES (ANGSTROEM)
C 5.472 17.186 14.663
C 4.132 17.532 13.996
C 4.378 18.734 13.015
O 3.426 16.493 13.453
H 6.106 16.560 14.035
H 5.290 16.670 15.606
H 6.066 18.060 14.929
H 3.538 18.050 14.750
H 5.189 18.558 12.308
H 4.904 19.546 13.517
H 3.501 19.012 12.430
C 2.683 11.299 14.958
C 2.918 12.277 13.818
C 4.033 13.238 14.251
N 4.818 13.930 13.109
C 5.832 14.925 13.749
C 6.767 15.451 12.670
C 7.500 14.259 11.939
C 6.486 13.344 11.256
C 5.512 12.791 12.291
C 3.869 14.792 12.253
H 2.756 11.639 15.991
H 3.322 10.418 14.878
H 1.653 10.974 15.101
H 2.074 12.914 13.554
H 3.157 11.689 12.933
H 4.827 12.737 14.805
H 3.726 14.091 14.856
H 6.355 14.288 14.463
H 5.263 15.655 14.324
H 7.478 16.092 13.191
H 6.268 16.195 12.048
H 8.236 13.703 12.519
H 8.134 14.720 11.182
H 7.005 12.502 10.797
H 5.978 13.985 10.536
H 6.142 12.225 12.977
H 4.833 12.243 11.638
H 4.382 15.445 11.547
H 3.284 15.371 12.969
H 3.360 13.992 11.714
C 0.895 14.145 13.173
C 1.670 15.443 12.783
C 0.884 16.364 11.922
N 1.358 17.848 11.771
C 1.583 18.550 13.152
C 0.281 18.484 14.057
C -0.823 19.262 13.257
C -0.972 18.805 11.772
C 0.330 18.730 11.020
C 2.670 18.053 10.937
H 0.780 13.489 12.309
H -0.107 14.251 13.587
H 1.507 13.573 13.870
H 2.594 15.198 12.259
H 2.134 15.821 13.694
H -0.138 16.303 12.295
H 0.936 16.012 10.892
H 2.357 17.990 13.677
H 2.016 19.549 13.106
H -0.082 17.499 14.349
H 0.369 19.066 14.974
H -1.739 19.057 13.811
H -0.647 20.334 13.343
H -1.513 17.867 11.895
H -1.544 19.601 11.295
H 0.178 18.283 10.037
H 0.880 19.669 10.957
H 3.481 17.430 11.314
H 2.911 19.114 10.863
H 2.359 17.751 9.937
C 8.624 16.794 14.275
C 7.667 15.857 15.039
C 7.097 16.410 16.371
N 6.513 15.462 17.476
C 7.620 14.573 18.133
C 7.090 13.434 19.041
C 6.036 12.591 18.481
C 4.938 13.367 17.774
C 5.529 14.436 16.781
C 5.712 16.363 18.486
H 9.277 16.415 13.488
H 9.288 17.186 15.046
H 8.055 17.624 13.855
H 8.131 14.872 15.084
H 6.777 15.789 14.414
H 6.277 17.093 16.148
H 7.823 16.887 17.029
H 8.087 14.137 17.251
H 8.286 15.196 18.730
H 7.972 12.887 19.377
H 6.693 13.966 19.905
H 6.507 12.027 17.675
H 5.672 11.799 19.135
H 4.267 12.652 17.298
H 4.226 13.907 18.398
H 6.125 13.858 16.076
H 4.817 15.062 16.243
H 6.507 16.875 19.029
H 5.192 15.666 19.143
H 5.040 16.992 17.903
C 3.032 23.614 13.272
N 3.838 22.572 12.473
C 4.961 23.279 11.728
C 4.477 21.582 13.412
C 3.065 21.823 11.323
C 2.271 20.697 11.789
O 1.346 20.995 12.828
H 2.836 24.472 12.629
H 3.628 23.890 14.142
H 2.079 23.199 13.599
H 5.643 22.589 11.231
H 5.411 23.914 12.490
H 4.388 23.877 11.018
H 3.653 21.136 13.968
H 5.051 22.239 14.066
H 5.168 20.971 12.830
H 3.689 21.349 10.566
H 2.487 22.581 10.796
H 2.843 19.826 12.107
H 1.839 20.215 10.912
H 0.720 21.660 12.532
C 4.954 17.679 11.235
N 5.010 17.087 9.856
C 6.019 15.865 9.864
C 3.587 16.527 9.638
C 5.177 18.124 8.721
C 4.619 17.692 7.335
O 4.980 16.366 6.850
H 4.535 16.959 11.939
H 4.350 18.578 11.118
H 5.944 17.916 11.624
H 6.032 15.459 8.853
H 5.701 15.091 10.561
H 7.033 16.239 10.011
H 3.526 15.903 8.746
H 2.806 17.285 9.705
H 3.497 15.891 10.519
H 6.251 18.255 8.587
H 4.741 19.067 9.053
H 5.041 18.432 6.655
H 3.530 17.724 7.329
H 5.827 16.485 6.415
C 8.694 21.700 12.881
N 7.488 21.795 13.832
C 8.045 21.936 15.269
C 6.727 23.111 13.595
C 6.607 20.552 13.683
C 7.259 19.193 13.291
O 8.109 18.771 14.284
H 9.224 20.795 13.178
H 9.276 22.574 13.171
H 8.469 21.634 11.816
H 8.742 22.764 15.396
H 8.663 21.048 15.398
H 7.210 22.077 15.956
H 7.438 23.934 13.521
H 5.973 23.341 14.348
H 6.278 23.022 12.606
H 5.895 20.796 12.894
H 6.105 20.428 14.643
H 7.773 19.255 12.332
H 6.479 18.438 13.188
H 8.908 18.339 13.973
C 3.676 17.010 17.396
N 2.200 16.696 17.127
C 1.559 16.771 18.523
C 1.567 17.828 16.288
C 1.874 15.312 16.514
C 2.382 15.187 15.049
O 3.793 15.184 14.832
H 4.235 16.288 17.992
H 3.625 18.011 17.824
H 4.191 17.192 16.453
H 0.501 16.671 18.281
H 1.899 17.526 19.232
H 1.821 15.828 19.003
H 2.268 17.772 15.456
H 1.597 18.810 16.760
H 0.579 17.422 16.070
H 0.809 15.196 16.713
H 2.466 14.648 17.144
H 1.992 16.036 14.487
H 1.915 14.363 14.510
H 3.865 15.623 13.981

***

Entry 2:
# C50H125N20O5P5

10 unconnected molecules or ions with the total composition C50H125N20O5P5 in a non-equilibrium geometry (wB97M-V/def2-TZVPD, the Open Molecules 2025 dataset).

HOMO energy   -7.789 eV
LUMO energy   0.2 eV
E_tot   -140363.42788 eV
Frontier orbital gap   7.954 eV

CARTESIAN COORDINATES (ANGSTROEM)
C -4.849 3.962 -4.812
N -4.820 2.686 -4.168
C -3.512 2.024 -4.303
P -5.755 2.433 -2.776
O -5.957 0.988 -2.400
N -4.820 3.214 -1.550
C -4.712 4.639 -1.537
C -4.724 2.625 -0.179
N -7.235 3.331 -2.855
C -8.109 3.403 -1.669
C -8.100 3.203 -4.058
H -3.943 4.532 -4.605
H -5.644 4.623 -4.468
H -4.871 3.767 -5.885
H -3.449 1.141 -3.667
H -2.688 2.681 -4.025
H -3.349 1.613 -5.300
H -5.640 5.146 -1.273
H -3.889 4.910 -0.875
H -4.337 4.929 -2.518
H -3.722 2.763 0.226
H -5.396 3.173 0.482
H -4.939 1.556 -0.170
H -8.938 4.047 -1.964
H -8.398 2.430 -1.273
H -7.646 3.920 -0.829
H -7.568 3.251 -5.007
H -8.916 3.925 -4.089
H -8.569 2.223 -3.961
C -7.432 -0.246 0.643
N -6.522 -1.193 1.300
C -6.668 -2.575 0.862
P -5.455 -0.694 2.553
O -5.320 0.749 2.680
N -6.095 -1.441 3.968
C -6.112 -2.875 4.030
C -7.277 -0.829 4.564
N -4.006 -1.485 2.300
C -3.063 -1.302 3.476
C -3.293 -1.510 1.015
H -8.398 -0.160 1.140
H -7.616 -0.644 -0.354
H -6.988 0.735 0.473
H -6.107 -3.263 1.494
H -6.335 -2.661 -0.172
H -7.706 -2.907 0.865
H -5.168 -3.296 3.685
H -6.279 -3.127 5.078
H -6.967 -3.304 3.507
H -7.125 0.248 4.634
H -8.156 -1.105 3.981
H -7.330 -1.128 5.610
H -2.870 -0.238 3.611
H -3.541 -1.721 4.362
H -2.226 -2.000 3.475
H -2.535 -0.728 0.956
H -3.980 -1.412 0.175
H -2.911 -2.520 0.871
C -0.266 -4.180 -6.544
N 0.774 -3.247 -6.283
C 1.891 -3.841 -5.563
P 0.391 -1.572 -6.462
O -0.623 -1.309 -7.519
N 0.214 -0.968 -4.822
C -1.138 -0.818 -4.232
C 1.284 -1.231 -3.800
N 1.941 -0.921 -6.874
C 2.853 -1.509 -7.881
C 2.282 0.508 -6.791
H -1.133 -3.613 -6.884
H -0.443 -4.951 -5.794
H -0.058 -4.685 -7.487
H 1.653 -3.883 -4.500
H 2.800 -3.262 -5.726
H 2.081 -4.833 -5.974
H -1.148 -0.344 -3.251
H -1.739 -0.171 -4.871
H -1.562 -1.820 -4.160
H 1.169 -2.258 -3.454
H 2.301 -1.148 -4.183
H 1.140 -0.557 -2.955
H 3.046 -2.556 -7.648
H 2.325 -1.621 -8.828
H 3.818 -1.017 -8.006
H 3.317 0.603 -6.464
H 1.691 0.916 -5.971
H 2.089 1.135 -7.662
C 4.089 0.671 1.371
N 5.018 0.810 2.579
C 4.212 1.051 3.769
P 6.562 0.022 2.735
O 6.388 -1.427 2.954
N 7.638 0.408 1.424
C 8.887 -0.489 1.260
C 7.504 1.548 0.457
N 7.328 0.853 4.094
C 7.525 2.247 4.069
C 8.167 0.113 4.980
H 4.763 0.540 0.525
H 3.529 1.572 1.120
H 3.433 -0.197 1.441
H 3.219 1.386 3.469
H 4.704 1.828 4.354
H 4.107 0.100 4.291
H 9.754 0.118 1.000
H 9.201 -0.965 2.188
H 8.748 -1.291 0.535
H 7.234 1.282 -0.565
H 6.751 2.251 0.814
H 8.374 2.205 0.443
H 8.573 2.456 3.854
H 6.859 2.630 3.295
H 7.284 2.612 5.067
H 9.110 0.009 4.444
H 7.801 -0.914 4.953
H 8.355 0.535 5.967
C 2.576 -3.083 3.017
N 1.126 -3.122 3.171
C 0.281 -2.131 2.435
P 0.477 -3.782 4.620
O -1.003 -3.866 4.493
N 1.302 -5.243 5.043
C 1.339 -5.832 6.394
C 1.289 -6.303 3.969
N 0.972 -2.657 5.868
C 2.351 -2.379 6.205
C 0.053 -1.522 6.210
H 3.109 -2.385 3.663
H 2.848 -2.734 2.021
H 2.891 -4.110 3.201
H -0.101 -1.317 3.051
H -0.575 -2.717 2.099
H 0.891 -1.846 1.578
H 1.418 -5.039 7.137
H 0.457 -6.471 6.446
H 2.213 -6.484 6.402
H 2.091 -6.982 4.257
H 0.395 -6.924 4.025
H 1.416 -5.879 2.973
H 3.025 -3.234 6.149
H 2.733 -1.577 5.574
H 2.373 -2.017 7.233
H 0.373 -0.633 5.667
H 0.137 -1.331 7.280
H -0.991 -1.810 6.080
C 2.245 5.469 -1.668
C 2.014 6.054 -3.058
C 0.870 5.408 -3.864
C -0.527 5.326 -3.388
N -1.609 5.210 -3.038
H 2.946 6.116 -1.140
H 2.712 4.489 -1.772
H 1.301 5.378 -1.131
H 2.881 5.861 -3.690
H 1.771 7.113 -3.139
H 1.105 4.360 -4.051
H 0.769 5.824 -4.866
C 0.064 3.709 6.982
C -0.660 3.391 5.663
C 0.272 2.754 4.604
C 1.500 3.514 4.410
N 2.484 4.128 4.247
H 0.474 2.795 7.412
H -0.633 4.131 7.707
H 0.943 4.346 6.878
H -0.976 4.398 5.392
H -1.609 2.869 5.781
H -0.275 2.574 3.679
H 0.602 1.755 4.889
C 6.751 3.080 -3.751
C 5.649 2.351 -4.559
C 4.175 2.692 -4.205
C 3.703 2.305 -2.842
N 3.361 2.003 -1.802
H 6.771 4.153 -3.942
H 7.754 2.914 -4.144
H 6.790 2.911 -2.675
H 5.816 1.278 -4.656
H 5.658 2.663 -5.603
H 3.515 2.223 -4.935
H 3.960 3.760 -4.206
C -1.562 1.990 -1.206
C -0.105 1.668 -1.532
C 0.480 0.521 -0.712
C 0.648 0.884 0.718
N 0.721 1.119 1.837
H -1.958 2.852 -1.743
H -1.612 2.185 -0.135
H -2.234 1.168 -1.451
H 0.507 2.564 -1.425
H -0.243 1.417 -2.584
H 1.447 0.229 -1.121
H -0.220 -0.312 -0.770
C -1.932 -6.493 -1.736
C -0.743 -6.757 -0.821
C -0.446 -5.632 0.238
C -0.313 -4.293 -0.330
N -0.225 -3.231 -0.800
H -2.860 -6.275 -1.207
H -2.081 -7.226 -2.529
H -1.866 -5.537 -2.256
H 0.216 -7.065 -1.238
H -1.016 -7.644 -0.249
H 0.515 -5.805 0.723
H -1.236 -5.538 0.983